{
  "formula": "C55H78FeN2O5S",
  "method": "ωB97M-V/def2-TZVPD",
  "spin_multiplicity": 5,
  "s_squared": 6.0090,
  "species": ["Fe", "C", "O", "C", "C", "C", "C", "C", "C", "C", "C", "C", "C", "C", "C", "C", "C", "C", "C", "C", "C", "C", "C", "C", "C", "C", "C", "C", "C", "C", "C", "C", "C", "O", "C", "C", "C", "C", "C", "O", "C", "C", "C", "C", "C", "C", "O", "C", "C", "C", "C", "H", "H", "H", "H", "H", "H", "H", "H", "H", "H", "H", "H", "H", "H", "H", "H", "H", "H", "H", "H", "H", "H", "H", "H", "H", "H", "H", "H", "H", "H", "H", "H", "H", "H", "H", "H", "H", "H", "H", "H", "H", "H", "H", "H", "H", "H", "H", "H", "H", "H", "H", "H", "H", "H", "H", "H", "H", "H", "C", "C", "C", "O", "C", "H", "H", "H", "H", "H", "H", "H", "H", "C", "N", "C", "C", "S", "N", "C", "C", "H", "H", "H", "H", "H", "H", "H", "H", "H", "H", "H", "H"],
  "positions_angstrom": [[0.03596, 0.15312, 0.04133], [2.38520, -2.23201, -0.55374], [1.08217, -1.82541, -0.15158], [0.24411, -2.84571, 0.30464], [-0.58549, -3.49073, -0.60645], [-0.59354, -3.15808, -2.08372], [-1.82058, -2.39548, -2.53044], [-2.69223, -2.89205, -3.48450], [-3.80205, -2.17204, -3.93342], [-3.99365, -0.90157, -3.39826], [-3.14128, -0.36944, -2.43770], [-3.32724, 1.01721, -1.86865], [-3.59367, 1.01380, -0.37813], [-4.77796, 0.47687, 0.09353], [-5.06080, 0.37395, 1.45498], [-4.10534, 0.83511, 2.34578], [-2.89222, 1.37862, 1.92260], [-1.85560, 1.75542, 2.96686], [-1.31393, 0.51147, 3.63329], [-1.88252, 0.01196, 4.79276], [-1.50246, -1.21013, 5.34826], [-0.52216, -1.92720, 4.67358], [0.07018, -1.46186, 3.50357], [0.99806, -2.34274, 2.69920], [0.20111, -3.12240, 1.66745], [-0.68881, -4.09746, 2.09644], [-1.54263, -4.76745, 1.22721], [-1.47228, -4.44588, -0.12269], [-2.53751, -5.78040, 1.79111], [-3.45596, -5.06762, 2.79436], [-3.41043, -6.40128, 0.70047], [-1.77914, -6.90654, 2.50640], [-0.29564, -0.21260, 2.98703], [0.30380, 0.28742, 1.91573], [-2.18421, -1.71497, 6.61850], [-3.69568, -1.83555, 6.37387], [-1.93503, -0.72772, 7.76663], [-1.66532, -3.08849, 7.04479], [-2.66351, 1.46816, 0.55830], [-1.43048, 1.95107, 0.10591], [-1.41152, 3.34534, -0.15396], [-6.36870, -0.27245, 1.90684], [-7.55681, 0.51132, 1.33395], [-6.41164, -1.71689, 1.38850], [-6.50084, -0.30903, 3.42959], [-2.05672, -1.12534, -1.97619], [-1.27777, -0.66426, -1.03004], [-4.72830, -2.78225, -4.98495], [-5.91179, -1.87082, -5.31127], [-5.28756, -4.11731, -4.47363], [-3.94153, -3.02968, -6.27997], [2.33528, -3.19621, -1.06391], [3.05528, -2.29654, 0.30490], [2.75920, -1.47353, -1.24136], [-0.54085, -4.09120, -2.65066], [0.29788, -2.57870, -2.33330], [-2.48956, -3.87650, -3.89620], [-4.82717, -0.29190, -3.72690], [-4.16797, 1.49758, -2.37608], [-2.43566, 1.61030, -2.08132], [-5.48422, 0.09758, -0.63777], [-4.27085, 0.75390, 3.41175], [-2.32813, 2.39253, 3.71841], [-1.03944, 2.31248, 2.50905], [-2.65940, 0.59964, 5.27342], [-0.20168, -2.89181, 5.04960], [1.49816, -3.04952, 3.36568], [1.76142, -1.73470, 2.21579], [-0.73624, -4.30481, 3.15923], [-2.12998, -4.92418, -0.83780], [-4.01251, -4.26920, 2.30120], [-2.88936, -4.62009, 3.61280], [-4.17104, -5.77540, 3.22127], [-3.99654, -5.64402, 0.17629], [-4.10746, -7.10957, 1.15241], [-2.81148, -6.94370, -0.03397], [-1.18864, -6.52453, 3.34017], [-1.10072, -7.41330, 1.81726], [-2.48187, -7.64378, 2.90180], [-4.13736, -0.87268, 6.11238], [-4.20020, -2.20301, 7.27131], [-3.89719, -2.53066, 5.55543], [-2.32196, 0.26384, 7.52732], [-0.86572, -0.63127, 7.96382], [-2.42585, -1.07113, 8.68107], [-1.84245, -3.84052, 6.27257], [-2.18497, -3.41098, 7.94935], [-0.59598, -3.06448, 7.26339], [-2.21429, 3.62166, -0.84178], [-0.44941, 3.57608, -0.60992], [-1.52600, 3.91422, 0.77299], [-7.54485, 0.51484, 0.24329], [-7.53579, 1.54822, 1.67513], [-8.49826, 0.06178, 1.65830], [-6.34282, -1.75721, 0.30061], [-7.34535, -2.19871, 1.68920], [-5.57892, -2.29164, 1.79703], [-6.49761, 0.69516, 3.85912], [-5.69412, -0.88398, 3.88857], [-7.44544, -0.78484, 3.70028], [-6.50978, -1.65908, -4.42271], [-6.55866, -2.35941, -6.04275], [-5.58368, -0.92173, -5.73964], [-5.86054, -3.96703, -3.55648], [-4.49103, -4.83014, -4.25737], [-5.94582, -4.56590, -5.22212], [-3.53323, -2.09331, -6.66500], [-4.58812, -3.46570, -7.04606], [-3.10890, -3.71415, -6.11109], [3.58272, 2.36239, -1.48537], [3.36635, 3.03085, -0.12091], [2.13763, 2.32086, 0.45560], [1.63495, 1.46923, -0.60795], [2.18273, 1.90627, -1.85111], [4.23578, 1.49408, -1.38188], [4.00980, 3.03523, -2.22789], [3.18272, 4.09944, -0.23602], [4.22862, 2.89701, 0.53125], [1.34446, 3.01228, 0.74784], [2.36589, 1.67358, 1.29777], [1.58181, 2.72953, -2.25528], [2.14360, 1.06721, -2.54430], [7.78250, 2.21048, 1.12661], [6.78825, 1.40678, 1.82201], [6.26630, 1.99554, 3.04285], [6.12530, 0.38229, 1.22572], [4.57817, -0.04723, 1.67763], [6.81238, -0.24799, 0.20884], [8.16543, -0.73264, 0.47082], [6.07666, -1.13626, -0.67230], [7.49258, 3.26144, 1.18896], [7.82850, 1.92319, 0.08006], [8.77668, 2.10767, 1.56861], [7.07193, 2.54618, 3.52778], [5.90397, 1.21692, 3.70815], [5.43566, 2.67766, 2.84035], [8.62704, -0.18759, 1.28584], [8.78544, -0.62771, -0.42079], [8.13209, -1.79181, 0.74734], [5.13173, -0.68123, -0.95265], [5.86317, -2.09906, -0.19537], [6.68043, -1.30618, -1.56469]],
  "forces_ev_per_angstrom": [[-0.403, -0.233, 0.063], [0.005, -0.035, 0.007], [0.037, 0.067, -0.045], [0.028, -0.017, 0.045], [0.001, 0.021, -0.008], [-0.012, -0.031, -0.018], [0.004, -0.001, 0.016], [-0.008, 0.003, 0.003], [-0.011, 0.023, -0.008], [0.001, -0.030, 0.020], [-0.009, -0.007, 0.030], [-0.030, 0.037, -0.040], [0.037, -0.007, 0.001], [-0.030, -0.006, 0.008], [0.004, -0.006, 0.006], [-0.007, 0.012, -0.006], [0.001, 0.013, 0.019], [0.007, 0.002, 0.019], [0.004, -0.010, -0.040], [0.006, -0.003, 0.023], [0.018, 0.001, -0.020], [-0.018, -0.005, -0.009], [-0.028, -0.001, -0.019], [0.042, -0.007, 0.016], [0.000, -0.003, 0.015], [-0.015, 0.007, -0.016], [-0.008, -0.020, 0.007], [0.011, -0.019, 0.004], [-0.010, 0.010, 0.006], [-0.001, -0.019, 0.011], [0.006, 0.004, -0.002], [0.005, 0.009, -0.009], [-0.021, 0.014, 0.061], [0.158, 0.060, -0.160], [-0.007, 0.004, 0.010], [0.002, -0.001, 0.002], [-0.007, -0.001, -0.002], [0.005, 0.008, -0.003], [-0.010, 0.005, 0.018], [0.002, -0.039, -0.024], [-0.014, 0.021, 0.012], [-0.011, -0.011, -0.003], [0.008, 0.004, -0.003], [-0.014, -0.005, -0.011], [-0.002, 0.011, -0.005], [-0.021, -0.060, 0.053], [0.272, 0.280, -0.210], [0.003, -0.009, -0.004], [0.011, 0.009, -0.005], [-0.001, 0.002, 0.005], [-0.001, -0.006, 0.007], [-0.003, 0.012, -0.014], [0.012, -0.024, 0.026], [0.017, 0.023, 0.017], [0.016, 0.003, 0.003], [-0.022, 0.027, 0.012], [-0.002, -0.004, 0.004], [0.001, -0.001, 0.002], [0.010, 0.009, 0.000], [0.012, -0.008, 0.009], [0.005, 0.001, 0.000], [0.012, -0.011, 0.009], [-0.003, 0.005, -0.008], [0.005, -0.013, 0.003], [0.002, 0.000, 0.000], [0.001, 0.003, -0.003], [0.006, -0.001, -0.008], [-0.002, 0.001, 0.008], [0.004, 0.008, 0.003], [-0.006, 0.013, 0.001], [-0.020, 0.019, -0.003], [-0.001, -0.003, -0.002], [-0.001, 0.006, 0.001], [0.000, -0.001, -0.003], [0.000, -0.002, -0.001], [-0.003, 0.001, 0.000], [0.006, 0.001, -0.003], [-0.002, -0.006, 0.000], [-0.003, 0.004, 0.003], [0.000, 0.002, -0.004], [-0.001, -0.001, 0.000], [-0.001, 0.002, 0.001], [0.001, -0.001, 0.004], [0.001, 0.000, 0.003], [-0.001, 0.001, 0.000], [0.000, -0.002, 0.003], [0.001, 0.001, 0.003], [0.001, -0.002, -0.002], [-0.004, -0.012, -0.008], [-0.001, -0.002, 0.001], [0.002, -0.002, 0.002], [0.003, 0.007, -0.001], [-0.004, 0.001, 0.002], [0.002, -0.005, -0.001], [-0.005, -0.004, 0.006], [0.004, -0.002, 0.000], [0.014, -0.017, 0.007], [0.003, -0.002, -0.001], [0.007, -0.003, 0.003], [0.000, 0.001, 0.001], [-0.008, -0.002, -0.004], [0.001, -0.002, -0.002], [0.001, 0.003, 0.007], [0.001, -0.001, 0.002], [0.005, 0.002, 0.002], [-0.002, -0.001, 0.002], [-0.001, 0.000, -0.002], [-0.002, -0.003, 0.004], [0.001, 0.002, -0.009], [-0.005, 0.008, -0.017], [0.029, -0.035, 0.009], [0.000, -0.002, -0.025], [-0.033, 0.011, 0.197], [0.002, -0.049, -0.023], [-0.008, 0.001, 0.014], [0.004, -0.001, 0.003], [-0.006, -0.002, -0.016], [0.003, 0.015, 0.006], [0.028, 0.015, -0.002], [-0.015, -0.004, -0.009], [-0.001, -0.003, 0.005], [-0.004, 0.001, -0.003], [0.006, -0.038, -0.011], [0.052, -0.082, 0.038], [-0.001, 0.005, 0.000], [-0.036, 0.104, -0.068], [-0.020, -0.050, -0.014], [-0.017, -0.009, 0.058], [0.005, 0.056, -0.059], [0.000, -0.035, 0.030], [-0.005, 0.004, -0.013], [0.007, -0.015, -0.007], [-0.004, -0.009, 0.009], [0.005, -0.006, 0.002], [-0.005, 0.004, 0.002], [-0.001, 0.004, -0.009], [-0.001, 0.049, 0.036], [0.006, 0.003, 0.003], [-0.001, 0.000, -0.002], [-0.014, 0.000, -0.024], [-0.011, 0.007, -0.001], [0.003, -0.001, 0.005]]
}


{
  "formula": "C19H22N7S7SbSn",
  "method": "ωB97M-V/def2-TZVPD",
  "charge": -2,
  "species": ["Sn", "C", "S", "C", "S", "N", "N", "C", "C", "C", "C", "C", "C", "N", "H", "H", "H", "H", "H", "H", "H", "H", "S", "Sb", "S", "S", "S", "C", "N", "C", "C", "N", "C", "S", "H", "H", "H", "H", "H", "H", "H", "H", "N", "C", "N", "C", "C", "C", "C", "C", "C", "H", "H", "H", "H", "H", "H"],
  "positions_angstrom": [[-0.23071, 0.68920, -0.62534], [-3.15391, -4.26458, -1.57960], [-1.40917, -4.34656, -1.09339], [-0.89485, -2.65653, -1.10270], [-1.95460, -1.42145, -1.44768], [0.37888, -2.61577, -0.85783], [0.97683, -1.43461, -0.86110], [2.25986, -1.43784, -0.73797], [2.99113, -0.21263, -0.84816], [4.38709, -0.18830, -0.75925], [5.06274, 1.00159, -0.94282], [4.32560, 2.14543, -1.20151], [2.94493, 2.04288, -1.23598], [2.28969, 0.90938, -1.08560], [-3.72339, -4.88361, -0.89421], [-3.25444, -4.61995, -2.60133], [-3.45122, -3.21792, -1.51134], [2.79296, -2.37734, -0.59985], [4.92126, -1.10278, -0.54041], [6.14102, 1.04152, -0.87175], [4.79036, 3.10486, -1.35743], [2.34047, 2.92630, -1.38381], [3.20687, 2.89414, 1.84940], [0.92956, 2.78818, 1.77908], [0.18868, 0.42910, 1.75193], [0.19544, 3.50586, -0.32371], [-0.23653, 3.91787, 3.40453], [-2.61854, 1.28588, -3.47494], [-1.38191, 1.73371, -4.03932], [-0.83106, 3.02431, -3.67733], [0.61431, 2.95961, -4.19104], [0.64188, 1.70226, -4.91522], [-0.48192, 0.96825, -4.66710], [-0.69972, -0.57340, -5.21272], [-3.46791, 1.79216, -3.94343], [-2.63485, 1.47856, -2.39566], [-2.70528, 0.21231, -3.62854], [-0.86114, 3.17688, -2.59260], [-1.39983, 3.82716, -4.15972], [1.32813, 2.97841, -3.36096], [0.84660, 3.77800, -4.88280], [1.51022, 1.21797, -5.07783], [-2.78457, 2.70594, 2.00148], [-2.70560, 2.69134, 0.65376], [-3.03590, 1.54768, 0.10799], [-3.37425, 0.73668, 1.17140], [-3.87305, -0.56032, 1.21106], [-4.14955, -1.10277, 2.44905], [-3.93980, -0.38976, 3.63151], [-3.45808, 0.90234, 3.61618], [-3.18857, 1.45401, 2.37475], [-2.32374, 3.38363, 2.61478], [-2.43106, 3.56150, 0.08779], [-4.03865, -1.11778, 0.30433], [-4.53028, -2.11464, 2.51354], [-4.17548, -0.85979, 4.57747], [-3.28947, 1.46639, 4.52111]],
  "forces_ev_per_angstrom": [[-0.235, 0.571, -1.538], [0.519, -0.107, 0.091], [-0.275, -0.556, 0.032], [-0.271, 0.051, -0.268], [-0.558, 0.222, -0.047], [0.653, -1.634, 0.367], [0.799, 0.742, 0.087], [-0.965, -0.789, -0.076], [0.830, 0.967, -0.024], [-0.403, -0.328, 0.075], [-0.179, 0.424, -0.138], [0.359, -0.448, -0.148], [0.204, 0.314, -0.292], [0.251, -0.328, 0.209], [-0.136, -0.057, 0.038], [-0.129, 0.008, -0.063], [-0.126, -0.065, -0.005], [-0.064, -0.004, -0.033], [-0.006, -0.073, 0.001], [0.063, -0.020, 0.012], [0.056, 0.112, 0.092], [-0.088, 0.028, 0.101], [-0.004, -0.065, 0.312], [-0.015, 0.059, 0.145], [0.305, 0.491, 0.574], [0.125, 0.604, 0.177], [0.100, 0.084, 0.308], [-0.364, -0.188, 0.209], [0.569, 0.119, 0.103], [0.000, 0.374, 0.136], [0.227, 0.349, -0.024], [0.079, 0.113, 0.186], [-0.138, 0.057, -0.446], [0.001, -0.791, -0.206], [-0.021, 0.038, -0.033], [-0.004, 0.018, -0.101], [-0.015, 0.044, -0.063], [-0.060, -0.061, -0.127], [-0.003, -0.004, 0.014], [-0.110, -0.014, -0.073], [-0.029, 0.022, 0.244], [-0.259, -0.105, 0.038], [-0.200, 0.115, 0.124], [-0.234, 0.091, -0.291], [-0.368, 0.058, -0.340], [-0.025, 0.260, 0.611], [-0.072, 0.041, 0.014], [-0.067, -0.243, -0.019], [-0.048, -0.011, 0.206], [0.050, 0.091, 0.057], [-0.240, -0.457, -0.185], [0.261, -0.073, -0.179], [0.187, 0.054, 0.096], [0.034, -0.047, -0.089], [-0.020, -0.036, -0.028], [0.038, -0.033, 0.065], [0.021, 0.017, 0.114]]
}


{
  "formula": "C3H7O4",
  "method": "ωB97M-V/def2-TZVPD",
  "charge": -1,
  "species": ["O", "C", "O", "C", "C", "O", "H", "H", "H", "H", "H", "H", "H", "O"],
  "positions_angstrom": [[-0.26418, 1.73183, 0.36196], [-1.24658, 0.98787, 0.41835], [-2.44725, 1.33110, 0.51043], [-0.91638, -0.61923, 0.45471], [0.64134, -0.75362, 0.30967], [1.11497, -1.99045, 0.76771], [-1.27021, -1.28736, -0.32289], [-1.20865, -0.72201, 1.48125], [0.84789, -0.84466, -0.75942], [1.13456, -0.00706, 1.02525], [0.39977, -2.71486, 0.54034], [0.93903, 1.46900, -0.87842], [0.95373, 2.10227, -2.14330], [1.32195, 1.31719, -1.76566]],
  "forces_ev_per_angstrom": [[1.184, 0.885, 0.039], [-1.971, -1.162, -0.861], [0.571, -0.640, 0.037], [2.523, 2.615, -0.209], [-1.260, 0.304, 1.135], [-1.660, -4.125, 0.568], [-1.170, 0.164, 0.248], [-0.355, -1.302, 0.477], [0.389, 1.649, 0.087], [-0.413, -0.691, -1.957], [2.162, 2.197, 0.673], [-0.210, -0.614, 0.639], [-0.192, 0.737, -0.997], [0.402, -0.017, 0.121]]
}


E (computed, Ha): -4290.2677; -4362.5817; -419.5038